*1*
{"formula": "C5H7N2P", "method": "wB97M-V/def2-TZVPD", "smiles": "c1cnccn1.C=P", "multiplicity": 1, "lumo_energy_ev": 0.1, "symbols": ["C", "C", "N", "C", "C", "N", "H", "H", "H", "H", "C", "P", "H", "H", "H"], "positions_angstrom": [[-1.48, -0.18, -1.01], [-1.64, -1.32, -0.23], [-1.11, -1.35, 1.01], [-0.52, -0.27, 1.47], [-0.48, 0.87, 0.70], [-0.93, 0.90, -0.52], [-1.81, 0.01, -2.08], [-2.24, -2.25, -0.60], [-0.09, -0.23, 2.39], [-0.02, 1.75, 1.15], [2.04, 0.96, -0.49], [2.84, -0.31, 0.11], [2.26, 1.93, -0.38], [1.14, 0.86, -1.04], [2.04, -1.37, -0.48]], "lowdin_charge": [-0.152, -0.121, 0.074, -0.153, -0.189, 0.036, 0.128, 0.134, 0.080, 0.112, -0.487, 0.757, -0.049, -0.034, -0.135]}


*2*
{"formula": "C5H7N2P", "method": "wB97M-V/def2-TZVPD", "multiplicity": 1, "lumo_energy_ev": -0.3, "symbols": ["C", "C", "C", "C", "C", "N", "N", "P", "H", "H", "H", "H", "H", "H", "H"], "positions_angstrom": [[-0.20, 0.48, -0.97], [0.37, 1.80, -0.39], [0.72, -0.54, -0.35], [-1.89, -0.48, 1.16], [0.88, -1.82, -0.76], [1.55, 0.16, 0.50], [1.29, 1.42, 0.46], [-2.03, 0.49, -0.24], [-0.15, 0.58, -2.00], [-0.41, 2.54, -0.29], [-1.00, -1.08, 1.14], [-2.55, -0.58, 1.95], [0.09, -2.51, -1.09], [1.55, -2.50, -0.19], [1.79, 2.04, 1.07]], "lowdin_charge": [-0.408, -0.133, -0.455, -0.291, 0.013, 0.047, -0.019, 0.920, 0.071, 0.068, -0.033, -0.048, 0.051, 0.054, 0.163]}


Most stable: *1*


*1*
{"formula": "C17H19N3O4", "method": "wB97M-V/def2-TZVPD", "smiles": "CCOCCCNC(=O)Cn1ncc2c(=O)oc3ccccc3c21", "multiplicity": 1, "lumo_energy_ev": 0.2, "symbols": ["C", "C", "O", "C", "C", "C", "N", "C", "O", "C", "N", "N", "C", "C", "C", "O", "O", "C", "C", "C", "C", "C", "C", "C", "H", "H", "H", "H", "H", "H", "H", "H", "H", "H", "H", "H", "H", "H", "H", "H", "H", "H", "H"], "positions_angstrom": [[-0.68, -3.65, -1.31], [-0.57, -2.25, -0.73], [-1.78, -1.76, -0.18], [-2.76, -1.37, -1.11], [-2.64, 0.11, -1.52], [-3.02, 1.05, -0.39], [-2.09, 0.95, 0.72], [-1.51, 2.03, 1.25], [-1.72, 3.18, 0.90], [-0.55, 1.73, 2.41], [0.25, 0.56, 2.22], [0.03, -0.51, 3.00], [0.89, -1.44, 2.66], [1.71, -0.98, 1.62], [2.79, -1.59, 0.89], [3.22, -2.71, 1.02], [3.36, -0.79, -0.07], [2.95, 0.48, -0.34], [3.64, 1.14, -1.35], [3.28, 2.42, -1.71], [2.22, 3.06, -1.07], [1.53, 2.41, -0.06], [1.88, 1.12, 0.32], [1.27, 0.33, 1.35], [0.31, -4.01, -1.57], [-1.30, -3.67, -2.21], [-1.11, -4.32, -0.57], [-0.18, -1.55, -1.49], [0.13, -2.27, 0.11], [-2.72, -2.00, -2.00], [-3.72, -1.53, -0.62], [-3.31, 0.29, -2.37], [-1.62, 0.32, -1.84], [-4.03, 0.81, -0.03], [-3.01, 2.09, -0.72], [-1.87, 0.02, 1.02], [-1.15, 1.54, 3.31], [0.08, 2.61, 2.58], [0.90, -2.39, 3.15], [4.45, 0.63, -1.83], [3.82, 2.93, -2.49], [1.94, 4.06, -1.35], [0.70, 2.92, 0.41]], "lowdin_charge": [-0.059, -0.257, -0.174, -0.212, -0.145, -0.166, 0.091, -0.496, 0.053, -0.027, -0.086, 0.106, -0.055, -0.080, -0.416, 0.131, 0.124, -0.178, 0.008, -0.068, -0.071, -0.002, -0.059, -0.087, 0.079, 0.064, 0.082, 0.124, 0.100, 0.114, 0.129, 0.116, 0.115, 0.127, 0.121, 0.127, 0.139, 0.137, 0.123, 0.123, 0.107, 0.108, 0.092]}


*2*
{"formula": "C17H19N3O4", "method": "wB97M-V/def2-TZVPD", "smiles": "COc1ccc(NC(=O)C[C@@H](NCc2ccccn2)C(=O)O)cc1", "multiplicity": 1, "lumo_energy_ev": 0.4, "symbols": ["C", "O", "C", "C", "C", "C", "N", "C", "O", "C", "C", "N", "C", "C", "C", "C", "C", "C", "N", "C", "O", "O", "C", "C", "H", "H", "H", "H", "H", "H", "H", "H", "H", "H", "H", "H", "H", "H", "H", "H", "H", "H", "H"], "positions_angstrom": [[6.39, -0.17, 0.20], [5.40, -1.02, 0.74], [4.13, -0.90, 0.29], [3.69, 0.01, -0.66], [2.36, 0.04, -1.04], [1.44, -0.84, -0.48], [0.11, -0.74, -0.90], [-0.96, -1.49, -0.55], [-0.92, -2.46, 0.19], [-2.28, -1.01, -1.11], [-3.29, -0.80, 0.05], [-4.09, 0.38, -0.21], [-3.83, 1.48, 0.70], [-2.38, 1.88, 0.56], [-1.95, 2.69, -0.49], [-0.60, 2.97, -0.61], [0.28, 2.44, 0.33], [-0.25, 1.65, 1.34], [-1.54, 1.38, 1.45], [-4.16, -2.05, 0.25], [-5.36, -1.98, 0.25], [-3.50, -3.18, 0.41], [1.87, -1.76, 0.47], [3.20, -1.78, 0.85], [6.50, -0.31, -0.88], [7.32, -0.44, 0.70], [6.17, 0.88, 0.41], [4.38, 0.71, -1.12], [2.04, 0.75, -1.78], [-0.07, 0.03, -1.53], [-2.18, -0.07, -1.65], [-2.67, -1.76, -1.81], [-2.71, -0.67, 0.99], [-5.07, 0.11, -0.17], [-4.48, 2.31, 0.42], [-4.01, 1.22, 1.76], [-2.67, 3.08, -1.20], [-0.24, 3.60, -1.41], [1.34, 2.64, 0.28], [0.39, 1.20, 2.09], [-2.51, -3.05, 0.40], [1.17, -2.45, 0.91], [3.54, -2.49, 1.59]], "lowdin_charge": [-0.090, -0.083, -0.280, -0.020, -0.036, -0.230, 0.149, -0.433, 0.055, -0.022, -0.250, -0.012, -0.155, -0.289, -0.023, -0.070, -0.081, -0.138, 0.117, -0.497, 0.110, 0.126, 0.002, 0.012, 0.096, 0.094, 0.095, 0.103, 0.113, 0.138, 0.112, 0.141, 0.145, 0.110, 0.121, 0.126, 0.115, 0.106, 0.100, 0.113, 0.082, 0.104, 0.122]}


Most stable: *2*


*1*
{"formula": "C6H13S", "method": "wB97M-V/def2-TZVPD", "multiplicity": 2, "lumo_energy_ev": [0.9, -1.8], "symbols": ["C", "C", "S", "H", "H", "H", "H", "H", "C", "C", "C", "C", "H", "H", "H", "H", "H", "H", "H", "H"], "positions_angstrom": [[2.11, 1.50, -1.07], [2.29, 1.44, 0.45], [0.74, 1.25, 1.33], [1.42, 2.32, -1.31], [1.66, 0.58, -1.45], [3.03, 1.72, -1.60], [2.77, 2.35, 0.82], [2.96, 0.62, 0.71], [-1.10, -3.19, 0.19], [-1.65, -2.03, -0.61], [-1.39, -0.76, -0.31], [-1.92, 0.40, -1.09], [-0.31, -2.82, 0.83], [-1.90, -3.65, 0.77], [-0.69, -3.96, -0.47], [-2.32, -2.23, -1.44], [-0.75, -0.53, 0.54], [-2.44, 0.07, -1.99], [-2.63, 1.00, -0.50], [-1.11, 1.07, -1.40]], "mulliken_spin": [0.019, -0.064, 0.971, 0.001, -0.001, 0.000, 0.050, 0.005, 0.000, -0.005, 0.031, -0.004, 0.000, 0.000, 0.000, 0.002, -0.006, 0.000, 0.000, 0.000]}


*2*
{"formula": "C6H13S", "method": "wB97M-V/def2-TZVPD", "multiplicity": 2, "lumo_energy_ev": [1.1, -1.8], "symbols": ["C", "C", "C", "S", "H", "H", "H", "H", "H", "H", "H", "C", "C", "C", "H", "H", "H", "H", "H", "H"], "positions_angstrom": [[0.48, 1.98, 2.69], [1.38, 0.73, 2.61], [1.42, 0.22, 1.14], [-0.26, -0.40, 0.78], [0.83, 2.93, 2.26], [0.16, 2.23, 3.73], [-0.44, 1.68, 2.21], [2.39, 0.75, 3.03], [0.84, -0.07, 3.22], [2.15, -0.57, 0.99], [1.66, 1.06, 0.47], [-0.73, -0.10, -2.54], [-0.97, -1.54, -2.22], [-1.89, -2.33, -2.85], [0.30, -0.08, -3.02], [-1.50, 0.20, -3.28], [-0.75, 0.55, -1.64], [-0.38, -1.97, -1.40], [-2.24, -3.27, -2.40], [-2.43, -2.00, -3.78]], "mulliken_spin": [0.006, 0.075, -0.065, 0.973, 0.000, 0.000, -0.009, 0.001, -0.012, -0.003, 0.017, 0.004, 0.037, 0.002, 0.003, 0.001, -0.010, -0.021, 0.000, 0.001]}


Most stable: *1*